The following is a DFT calculation (the ωB97M-V functional and the def2-TZVPD basis) of C18H31Br4CaCl2F2KN5O11PS2 as an isolated structure at a distorted geometry.

As for the total energy: -425506.960 eV. The charge is 0.

Atoms and positions in Å:
Br1 2.05248 1.55573 -5.64172
Br2 0.59175 7.45831 -0.47326
Br3 -1.10450 7.60484 2.21821
Br4 -1.21179 4.99784 0.39819
Ca1 -5.53138 -1.78616 4.44128
K1 0.34376 -1.91917 6.05499
Cl1 -3.92471 -3.40109 7.42626
Cl2 -2.37509 -3.24291 4.90101
S1 3.80656 -3.02716 3.27623
S2 -1.03321 -1.07955 -1.62475
P1 2.13830 -2.18092 3.69421
F1 2.42604 0.70555 2.29577
F2 0.69743 -1.16241 -3.36133
O1 2.32104 3.01621 -1.38540
O2 5.08672 -1.46264 -3.89061
O3 3.99631 3.95094 -0.33621
O4 -6.86324 -0.59638 2.74101
O5 1.37270 -3.16716 4.80813
O6 -7.85466 -2.54304 2.18816
O7 -6.77437 -1.33743 0.62703
O8 0.28229 0.26097 -5.86841
O9 2.44627 -0.73267 4.29126
O10 -3.04615 -0.95577 0.57361
O11 -4.16372 0.78995 1.26944
N1 6.35811 0.34796 -3.38428
N2 -1.75464 0.96561 -6.58269
N3 -0.88045 -1.05708 -7.27403
N4 4.59174 0.52725 -4.87222
N5 -0.84764 -1.84453 0.98029
C1 1.13201 -1.93388 2.23202
C2 2.09459 -0.74523 -1.13487
C3 -2.77339 -0.13308 2.90830
C4 1.64311 1.75571 -1.29411
C5 -0.16812 -1.43734 -0.12027
C6 -2.30373 -2.06760 0.96904
C7 5.32706 -0.27992 -4.04037
C8 -3.95732 -3.62943 5.67431
C9 -3.38531 -0.05869 1.53747
C10 -1.01380 6.90812 0.42640
C11 1.20185 -1.26200 -0.05371
C12 1.85997 -1.54706 1.12949
C13 -7.22175 -1.53596 1.93203
C14 -0.19714 -2.08061 2.12511
C15 2.51569 0.67779 -0.64530
C16 -0.73934 0.07104 -6.54633
C17 2.89792 3.49029 -0.26536
C18 2.13844 3.49161 1.01980
H1 2.31427 0.64364 0.44283
H2 3.57361 0.86416 -0.75379
H3 -2.61373 -2.48811 1.91400
H4 2.85696 3.47460 1.82029
H5 -3.06825 0.76064 3.42639
H6 1.98045 -3.24411 5.55342
H7 0.72498 1.86908 -0.72478
H8 3.82081 0.10285 -5.36917
H9 -1.65177 1.80137 -6.03688
H10 1.59093 4.42075 1.09844
H11 2.46080 -0.10671 3.36393
H12 2.91776 -1.43942 1.20801
H13 -1.69006 -1.25990 -7.82844
H14 -1.69924 -0.23774 2.91142
H15 -1.84634 7.32414 -0.11855
H16 2.99277 -1.35072 -1.13731
H17 -0.12943 -1.72286 -7.23831
H18 6.91417 -0.21004 -2.76640
H19 -4.22761 -4.65670 5.44924
H20 -1.13529 -2.24829 -2.25741
H21 1.37723 1.42029 -2.29430
H22 -6.31424 -0.48951 0.73067
H23 6.57111 1.32100 -3.48768
H24 -4.68364 -2.96819 5.26192
H25 1.63034 -0.75413 -2.12907
H26 1.48145 2.64664 1.10795
H27 4.78260 1.50217 -5.00771
H28 -2.48367 -2.82879 0.22741
H29 -0.79851 -2.38240 2.95911
H30 -2.59116 0.83255 -7.11756
H31 -3.25405 -0.96512 3.44850

Forces on the atoms, in the same order (eV/Å):
Br -0.8827 0.7173 -0.2342
Br 0.0225 -0.0218 0.0292
Br 0.0126 -0.0056 0.0043
Br -0.1085 -0.0358 -0.0174
Ca -3.7835 3.7157 -3.2286
K -3.4025 3.9103 3.7058
Cl -0.0387 0.0754 -0.0876
Cl 0.0893 -0.0085 -0.2504
S 0.0081 -0.4914 -0.1025
S -0.9662 0.9714 0.7247
P 4.0440 0.1314 -0.4744
F -0.1441 -1.3300 1.8547
F 0.0447 -0.2335 -1.1039
O -0.2742 -0.3372 -0.4174
O 0.0748 -0.0510 0.0114
O 0.8091 0.5966 -0.1833
O 1.1108 -0.7638 1.2050
O 1.2622 -1.3277 -3.0075
O 0.1970 -0.3290 0.3362
O -0.2169 0.2280 1.1434
O -0.2408 -0.7412 0.1986
O -2.1945 -1.8204 0.1179
O 0.1330 -0.2495 0.8544
O -0.7767 0.6714 -0.4232
N -0.0078 -0.0476 -0.0433
N 0.1139 0.0746 0.0460
N 0.1665 -0.0669 -0.0110
N 0.5284 -0.7246 0.0851
N -0.0240 0.1855 0.5425
C 0.4542 -0.5979 0.9511
C 0.3390 0.9153 0.3748
C -0.3196 -0.3575 0.0007
C 0.3171 -0.5106 0.1206
C -0.4600 -0.4544 -1.4474
C -0.0573 -0.4705 -1.1995
C -0.0635 0.3503 -0.0551
C 0.4254 -0.9107 0.9963
C 0.2651 0.2918 0.0039
C 0.0452 0.0124 -0.0255
C 0.8605 -0.2571 -0.4696
C -0.5256 0.1539 0.0870
C 0.1675 0.1715 -0.8722
C -0.9932 -0.1182 0.4518
C -1.0995 -0.5033 0.6966
C -0.0875 0.5154 -0.3088
C 0.0687 -0.0384 0.1394
C 0.0403 -0.0434 -0.0516
H 0.5879 0.7474 -0.6260
H 0.2839 0.0890 -0.4547
H 0.0846 0.1433 0.4873
H 0.2105 -0.1557 0.2872
H -0.0069 0.4418 0.1224
H 0.9956 -0.8830 -0.5205
H -0.3685 0.0967 0.0723
H 0.4412 0.0337 0.2940
H 0.0152 0.0105 0.0311
H -0.2703 0.2140 -0.1169
H 0.0869 1.9353 -0.9509
H 0.5173 0.0007 -0.1358
H -0.0765 -0.0031 0.0675
H 0.2750 -0.0723 0.0365
H -0.0506 0.0222 -0.0174
H 0.1160 -0.3493 -0.1163
H 0.0238 -0.0070 0.0782
H -0.0022 -0.0314 0.0353
H 0.0966 -0.0185 -0.1373
H 0.7379 -0.3262 0.2356
H 0.0896 0.4303 -0.2140
H 0.0790 0.0053 -0.5175
H -0.0638 0.0362 0.0195
H 1.6611 -2.4105 1.6738
H -0.1083 -0.2289 -0.2245
H -0.3507 -0.2074 0.2025
H 0.0571 -0.0104 0.0055
H -0.1335 -0.1226 -0.3689
H -0.3310 -0.1610 0.1816
H -0.0125 -0.0415 -0.0126
H 0.4827 -0.0185 -0.0840



The following is a DFT calculation (the ωB97M-V functional and the def2-TZVPD basis) of a 9-piece molecular cluster, C36H66O24 overall at a distorted geometry.

As for the total energy: -87541.036 eV. The charge is 0. The value obtained for the energy above the lowest of the compared OMol25 structures with the same formula, charge and spin is 24.58 kcal/mol.

Atoms and positions in Å:
O1 -4.22637 -2.22547 19.87621
O2 -7.33493 -5.57679 25.95350
O3 0.11876 -3.36688 27.73498
O4 2.72601 -3.75974 24.40477
O5 2.37761 -1.82518 23.76601
O6 -4.64001 -8.23805 19.36917
O7 -2.35810 -8.34378 19.22493
O8 -0.61511 3.36878 25.61159
O9 0.50499 -5.73294 16.58817
O10 4.42781 -2.77646 23.10671
O11 -0.98025 -2.43483 22.74923
O12 -1.68580 -5.63453 17.30330
O13 -3.37125 -6.53855 20.24083
O14 0.60483 1.52286 25.07496
O15 -1.39292 2.08057 24.07348
O16 -4.42316 -3.40101 21.86352
O17 -5.23475 -5.51676 26.56633
O18 -6.80650 -1.98892 26.02601
O19 -0.19524 -5.87939 18.82823
O20 -2.23512 -2.25892 24.69946
O21 -5.49051 -2.40936 27.83881
O22 2.12784 -4.52823 27.69972
O23 -5.14878 -1.31115 21.55129
O24 -7.60965 -2.66043 28.01530
C1 2.40558 -0.76410 22.84166
C2 0.84316 -1.41622 26.80754
C3 -0.38356 -5.79084 17.47145
C4 3.29112 -2.80804 23.66797
C5 -2.29511 -5.47455 16.05265
C6 -5.92852 -1.36479 22.72391
C7 2.25180 -6.07473 24.72327
C8 -5.79308 -4.85308 24.29202
C9 2.08023 -2.14154 27.21247
C10 -3.45727 -7.59565 19.60947
C11 -6.60004 -2.36004 27.19995
C12 -4.54303 -2.40166 21.14644
C13 1.09180 -7.14539 20.40673
C14 -3.62651 -3.30815 19.18281
C15 -1.39746 0.98461 23.11776
C16 1.11756 -6.06807 19.38006
C17 -7.17065 -5.09728 23.72077
C18 -0.69133 -4.77228 22.60841
C19 -8.11665 -5.09097 24.90219
C20 -2.80236 0.95348 22.59736
C21 -1.65323 -2.93200 23.86076
C22 -1.37704 -4.48581 23.95245
C23 -7.43828 -1.61998 22.50517
C24 -9.92541 -2.45063 28.72626
C25 0.42468 3.90692 26.45282
C26 -6.95552 -8.50170 19.94734
C27 3.33270 -4.97824 24.57673
C28 -0.39049 2.25606 24.95257
C29 -8.95328 -2.66018 27.53910
C30 -4.29799 -2.33413 27.16634
C31 -0.32413 -2.01786 27.59772
C32 -6.03102 -5.40059 25.69334
C33 -0.27173 -3.45311 22.00992
C34 -2.51441 -9.64663 18.69736
C35 1.50174 -3.45394 27.61757
C36 -5.86642 -7.55695 19.50028
H1 -4.22925 -1.31968 26.77357
H2 -1.74254 -6.04172 15.30361
H3 -1.12080 0.03539 23.57660
H4 1.30425 3.27518 26.57682
H5 -3.33730 -5.79353 16.06655
H6 2.42318 -1.69253 28.14459
H7 2.65271 -7.04407 25.01950
H8 0.03837 -5.57895 22.53846
H9 2.82672 -2.33821 26.44294
H10 1.54651 -5.75862 25.49186
H11 -9.12997 -3.66473 27.15471
H12 -4.32848 -3.06519 26.35844
H13 -9.00889 -5.69108 24.72361
H14 0.79112 -3.47863 22.25033
H15 -3.07045 -10.32674 19.34263
H16 0.31059 -7.01800 21.15613
H17 -3.43288 -2.58745 27.77914
H18 1.96332 0.03795 23.43262
H19 -2.99585 -9.65454 17.71948
H20 -6.94980 -9.38264 19.30545
H21 -5.77949 -6.74284 20.21985
H22 -0.64306 1.15438 22.34954
H23 -9.78557 -1.44718 29.12831
H24 -3.41174 -2.99218 18.16196
H25 -6.10043 -7.11167 18.53329
H26 1.71734 -0.99132 22.02753
H27 -2.71797 -3.69712 19.64252
H28 -4.34970 -4.12090 19.11547
H29 -3.51038 0.62286 23.35731
H30 -1.31423 -5.23413 21.84240
H31 -8.53684 -4.09043 25.00446
H32 -1.25289 -2.01473 27.02721
H33 -7.47235 -4.46776 22.88364
H34 0.86770 -8.09341 19.91774
H35 -2.93848 0.22025 21.80241
H36 -0.48036 -3.43970 20.94016
H37 -9.72343 -3.15782 29.53074
H38 -5.83649 -0.35387 23.12097
H39 -7.98449 -8.17786 20.10375
H40 -9.06273 -2.02704 26.65861
H41 -2.27601 -4.42872 15.74610
H42 -0.71190 -4.70774 24.78697
H43 0.92970 -0.34815 27.00714
H44 -5.49166 -1.95578 23.52889
H45 3.40134 -0.48422 22.49783
H46 -3.20452 1.91233 22.27032
H47 4.00213 -5.18230 23.74106
H48 -1.53237 -10.11819 18.66083
H49 -5.49275 -3.80656 24.34408
H50 -7.34214 -6.03022 23.18381
H51 -6.61525 -8.99541 20.85759
H52 3.98158 -4.85062 25.44319
H53 -0.49738 -1.57569 28.57883
H54 0.76204 4.93820 26.34899
H55 0.79983 -1.50962 25.72241
H56 -7.92358 -2.15486 23.32157
H57 1.54636 -5.15027 19.78239
H58 -7.91313 -0.66691 22.27217
H59 -2.32819 -5.00453 24.07225
H60 -10.89932 -2.56660 28.25072
H61 2.05423 -7.27942 20.90055
H62 -7.57767 -2.21561 21.60302
H63 1.77413 -6.26231 18.53195
H64 -0.01349 3.91420 27.45084
H65 1.81568 -6.15182 23.72731
H66 -5.00777 -5.31598 23.69443

Forces on the atoms, in the same order (eV/Å):
O 0.6455 0.1997 -0.1259
O -0.7498 -0.0500 0.6514
O 1.3270 -1.2511 0.6200
O -0.8525 1.1576 -0.8239
O 0.9608 -0.7320 -0.4452
O 1.7785 -0.6225 -0.4497
O -1.4475 1.5551 0.7174
O 0.4719 1.4219 0.1593
O -2.7669 -0.5493 2.6829
O -4.4564 -0.3759 1.8985
O -0.7086 0.1083 0.6077
O -0.5060 -0.3681 1.2821
O 0.1434 -2.5362 -2.0961
O -2.0652 1.3526 -0.2497
O 0.5311 0.1839 0.7110
O 0.4145 1.2592 -1.8327
O 0.9199 -0.4923 0.6040
O 1.1108 -1.0225 1.7412
O -0.4736 0.1698 -1.0035
O 1.0924 -0.7745 -2.2296
O -0.5073 -0.8056 2.6804
O -2.2142 2.8470 0.1014
O -0.2920 0.7311 -0.5570
O 0.5748 0.0448 0.8036
C -0.4748 1.0975 0.2587
C -0.2366 2.1655 -0.7926
C 2.8685 0.9836 -1.0124
C 2.6634 0.7329 -0.8941
C 0.6029 0.1713 -1.4230
C -0.6810 0.9945 1.9006
C 0.7615 1.0048 -0.1379
C -0.6163 -0.7502 -0.2556
C -0.5935 -0.5265 1.2501
C 0.0270 0.8075 1.8916
C -2.7695 1.3761 -2.8218
C -0.6875 -2.1619 1.6555
C -0.2897 -1.1267 0.0125
C -0.1208 -0.9215 -0.3720
C 0.2435 -0.0154 0.4186
C 0.7783 0.4884 -1.2140
C -1.0037 0.0179 -2.0836
C -1.5272 -1.6930 -1.1200
C -0.8866 0.5411 -1.7650
C -0.9580 -0.4620 -0.1442
C 0.6605 -0.7731 1.1494
C -0.0092 1.0603 -1.2069
C 0.7773 -0.0949 -0.9685
C 1.1375 0.5522 -1.3029
C -0.0471 -0.7831 2.0926
C 0.8889 -1.9203 0.2767
C 1.5466 -2.1598 0.6578
C 1.9632 -2.1676 -1.2889
C -0.2390 -1.0335 0.2065
C 1.2427 0.2695 -2.0816
C 0.8412 -0.1535 -1.1222
C 1.0241 1.0834 -0.0178
C 0.6051 -0.8213 1.3143
C -0.2774 -1.0571 -0.0307
C 0.6215 -3.5023 -0.3687
C -1.0932 1.5648 0.2699
H 0.5171 -0.0905 -0.2645
H -0.1033 -0.0383 -0.0856
H -0.1342 0.1362 0.3422
H -0.1818 -0.2291 -0.7148
H 0.1968 -0.1742 0.4789
H 0.8286 -0.0073 -0.1173
H 0.2161 0.1549 -0.0808
H 0.8089 0.6438 0.9994
H 0.0424 0.4583 0.3656
H -0.1656 -0.0810 -0.1939
H -0.0237 -0.2020 0.0092
H 0.2986 0.2303 -0.2060
H 0.2591 -0.5392 0.2467
H 0.2443 1.3742 -0.3917
H -0.3726 0.3753 0.2263
H 0.0897 0.2206 -0.0620
H -0.5054 0.1208 0.4288
H 0.1021 0.3635 -0.3580
H 0.1458 0.1526 -0.0263
H -0.3823 0.1564 -0.5799
H 0.2625 0.0539 -0.0057
H -0.0513 0.3893 -0.0750
H -0.2839 0.0431 -0.0103
H 0.0058 0.3530 0.2330
H -0.0275 0.0308 -0.1046
H 0.2202 -0.0540 -0.2148
H -0.0951 0.1713 0.2043
H 0.1070 -0.1524 0.1417
H 0.2240 -0.0580 0.3625
H -1.3041 0.1501 0.4071
H 0.4962 0.3249 0.9260
H 0.0778 -0.0526 0.0430
H 0.0445 0.8738 0.4499
H -0.0285 -0.1189 -0.0106
H 0.2969 0.1075 -0.1906
H 0.0256 0.5892 0.1896
H -0.2084 -0.1530 -0.2629
H -0.0366 0.0944 -0.0291
H 0.3603 0.5707 -0.2800
H -0.0665 0.5578 0.4497
H 0.0801 0.0950 0.0899
H -0.1705 0.2581 0.1796
H -0.0556 0.0796 -0.1603
H 0.0594 -0.4482 -0.5196
H -0.0380 -0.2939 0.0384
H 0.4648 0.1214 -0.2001
H -0.0607 -0.0853 -0.1693
H 0.1653 0.5271 -0.2986
H -0.3681 0.0426 0.2302
H 0.9093 -0.7505 0.4471
H -0.0915 0.3924 0.5287
H -0.0719 -0.5420 0.3019
H 0.1947 0.0574 0.0637
H -0.5455 -0.0306 -1.3146
H -0.8474 -0.0907 -0.0043
H 0.1906 0.3553 0.1500
H -0.6562 0.4496 0.1629
H -0.2355 -0.0844 0.3207
H 0.1210 0.0414 0.1170
H -0.2642 0.0140 0.6070
H 0.0403 0.2665 -0.0031
H 0.0469 -0.2585 -0.0466
H 0.1353 -0.4909 0.0891
H -0.1535 -0.0407 0.1069
H -0.4481 -0.2267 0.2096
H 0.0261 -0.3423 0.4563